(1)
{"formula": "C17H17IrN5O", "method": "ωB97M-V/def2-TZVPD", "elements": ["Ir", "C", "N", "C", "C", "N", "C", "C", "C", "C", "C", "C", "N", "C", "N", "C", "C", "C", "C", "C", "C", "N", "H", "H", "H", "H", "H", "H", "H", "H", "H", "H", "H", "H", "H", "H", "H", "C", "H", "H", "O"], "xyz": [[-0.1746, -0.0775, -0.1894], [1.8466, -0.6646, 1.8747], [1.2661, 0.5185, 1.3064], [2.1338, 1.5079, 0.7339], [1.3504, 2.2705, -0.3079], [0.3527, 1.7235, -0.9557], [-0.0129, 2.5924, -1.9610], [-1.0063, 2.4483, -2.9213], [-1.1510, 3.4896, -3.8198], [-0.3321, 4.6300, -3.7606], [0.6657, 4.7672, -2.8097], [0.8183, 3.7167, -1.9114], [1.6899, 3.4782, -0.8596], [0.8144, -1.7657, 1.8178], [-0.1100, -1.7914, 0.8911], [-0.7459, -3.0112, 0.9763], [-1.7813, -3.5118, 0.1971], [-2.2282, -4.7830, 0.5090], [-1.6595, -5.5243, 1.5585], [-0.6192, -5.0282, 2.3271], [-0.1624, -3.7541, 2.0083], [0.8426, -2.9446, 2.5161], [2.2174, -0.5493, 2.9102], [2.7047, -1.0084, 1.2466], [-0.2801, 1.1250, 2.0521], [2.9762, 1.0124, 0.1924], [2.5761, 2.2144, 1.4609], [-1.5870, 1.5311, -2.9220], [-1.9089, 3.4301, -4.5910], [-0.4816, 5.4239, -4.4825], [1.2949, 5.6483, -2.7768], [2.3876, 4.1023, -0.5013], [-2.1582, -2.8924, -0.6108], [-3.0327, -5.2239, -0.0664], [-2.0419, -6.5155, 1.7707], [-0.1847, -5.6111, 3.1301], [1.4313, -3.1365, 3.3043], [-1.1332, 0.8936, 1.4046], [-1.6698, 1.7901, 1.0665], [-1.8664, 0.2368, 1.8919], [-1.0411, -0.7571, -1.6995]], "atomic_forces_ev_per_a": [[-0.302, 0.400, 0.657], [0.151, 0.444, -0.445], [0.902, -0.306, -0.321], [0.007, -0.624, 0.113], [0.431, -0.169, -0.184], [-0.030, 0.107, 0.092], [-0.014, -0.015, 0.013], [-0.007, 0.009, -0.004], [-0.003, -0.003, 0.007], [0.000, 0.007, -0.001], [0.003, -0.006, 0.001], [-0.004, 0.015, 0.007], [-0.134, 0.052, 0.043], [0.483, -0.144, -0.222], [-0.066, 0.023, 0.148], [-0.016, 0.030, -0.001], [-0.013, -0.015, 0.010], [0.001, 0.018, -0.003], [0.002, -0.011, 0.010], [0.003, 0.001, -0.010], [-0.006, -0.005, 0.015], [-0.155, 0.036, 0.049], [0.051, -0.063, -0.003], [0.032, -0.261, 0.191], [-1.041, 0.350, 0.367], [0.105, 0.280, -0.101], [0.067, 0.018, -0.048], [0.014, -0.007, -0.009], [0.002, 0.000, -0.002], [0.001, -0.001, 0.000], [0.000, 0.000, -0.004], [0.015, -0.013, -0.001], [0.016, -0.006, -0.009], [0.003, -0.003, 0.000], [0.001, 0.001, -0.001], [-0.001, -0.003, -0.002], [0.017, 0.004, -0.008], [-0.712, -0.138, -0.383], [0.026, 0.035, 0.014], [0.014, -0.008, 0.033], [0.158, -0.027, -0.005]], "total_energy_ev": -30240.878, "largest_force_ha_per_bohr": 0.0225, "relative_energy_ev": 0.000, "charge": -1, "e_homo_ev": -1.810, "homo_lumo_gap_ev": 4.74, "spin_multiplicity": 1}

***

(2)
{"formula": "C17H18AlBrF7N2Si", "method": "ωB97M-V/def2-TZVPD", "elements": ["C", "C", "C", "C", "C", "N", "C", "C", "C", "F", "F", "C", "F", "F", "C", "F", "F", "F", "C", "C", "Br", "C", "Si", "C", "C", "C", "C", "N", "H", "H", "H", "H", "H", "H", "H", "H", "H", "H", "H", "H", "H", "H", "H", "H", "H", "H", "Al"], "xyz": [[-0.7803, 3.1596, 2.3823], [-2.0108, 3.9323, 1.6880], [-2.2830, 3.3610, 0.1947], [-1.8028, 1.8298, 0.0562], [-2.6911, 0.6572, 0.5658], [-2.4101, -0.7463, 0.5194], [-1.1521, -0.9071, -0.1378], [-0.6875, -2.4345, -0.3337], [-1.6250, -3.6223, 0.2499], [-1.1715, -4.8860, -0.2442], [-2.9698, -3.5040, -0.2026], [-1.5635, -3.6262, 1.8806], [-2.8657, -3.3040, 2.3654], [-0.6360, -2.6833, 2.4007], [-1.1940, -5.0595, 2.5013], [0.1332, -5.4678, 2.2178], [-1.2349, -4.9102, 3.9624], [-2.1366, -6.0615, 2.2137], [0.6015, -2.8736, -1.0495], [1.5266, -1.7081, -1.5752], [3.1676, -2.3205, -2.4955], [1.1591, -0.1399, -1.3783], [2.4365, 1.1169, -2.0365], [4.2499, 0.8062, -1.3830], [2.4394, 0.9242, -3.9840], [2.0697, 2.9533, -1.6923], [-0.2089, 0.1982, -0.6710], [-0.5377, 1.5916, -0.5475], [-1.0505, 2.0965, 2.7300], [0.1109, 3.1694, 1.6503], [-0.4935, 3.7673, 3.3112], [-1.7545, 5.0456, 1.5553], [-3.0073, 3.8028, 2.2581], [-3.4155, 3.3393, -0.0473], [-1.8246, 4.0235, -0.6339], [-3.7017, 0.9522, 1.0398], [0.8889, -3.9664, -1.1788], [4.8419, 0.5036, -2.3321], [4.3069, -0.0905, -0.6808], [4.7400, 1.7567, -0.9888], [3.3560, 1.5396, -4.3252], [2.4657, -0.1611, -4.3260], [1.5095, 1.5013, -4.3403], [1.6812, 3.0357, -0.6040], [3.0930, 3.4952, -1.6723], [1.3556, 3.4498, -2.4406], [-0.9237, -3.5357, 5.5583]], "atomic_forces_ev_per_a": [[-0.291, 1.072, 0.181], [-0.108, -0.523, -0.481], [-0.667, -0.996, -0.536], [1.427, -0.850, -0.865], [0.608, -0.241, -0.260], [3.767, 4.304, -2.198], [0.411, -0.606, -0.257], [2.638, -0.376, -1.787], [-0.912, -0.649, -1.591], [-0.702, 2.989, 1.353], [3.600, -0.028, 1.339], [-1.828, 0.326, 0.889], [3.383, -0.656, -0.948], [-1.806, -1.850, -1.185], [0.467, -2.820, -0.022], [-4.032, 1.273, 0.676], [0.005, -0.396, -2.403], [3.127, 3.303, 0.696], [-1.639, 3.971, 1.036], [-1.423, -2.415, 0.715], [-2.876, 1.197, 1.615], [-2.675, -1.391, 1.478], [0.965, 2.336, -0.098], [0.957, -1.393, -0.815], [-0.424, 0.202, -0.939], [0.051, 0.397, 0.998], [0.261, -0.809, -0.216], [-3.238, -2.893, 1.505], [0.436, 1.527, -0.677], [-1.291, -0.210, 1.257], [-0.272, -1.043, -1.330], [-0.531, -1.760, 0.426], [1.845, 0.399, -0.647], [1.754, 0.101, 0.527], [-0.340, -1.426, 1.404], [1.764, -0.622, -0.820], [-0.459, 1.693, 0.156], [-0.904, 0.468, 1.497], [0.107, 1.439, -0.663], [-1.023, -1.262, -0.244], [-1.227, -1.120, 0.714], [-0.003, 1.624, 0.231], [1.274, -1.135, 0.451], [0.388, 0.089, -1.847], [-1.643, -0.842, -0.346], [1.023, -0.689, 1.286], [0.057, 0.296, 0.745]], "total_energy_ev": -124401.943, "largest_force_ha_per_bohr": 0.1192, "charge": 3, "e_homo_ev": -18.487, "homo_lumo_gap_ev": 4.21, "spin_multiplicity": 1}

***

(3)
{"formula": "C17H18AlClNO6", "method": "ωB97M-V/def2-TZVPD", "elements": ["N", "C", "O", "C", "C", "Al", "C", "C", "O", "Cl", "H", "H", "H", "H", "H", "H", "H", "H", "H", "H", "C", "C", "C", "O", "C", "C", "C", "O", "H", "H", "H", "H", "C", "C", "C", "O", "C", "C", "C", "O", "H", "H", "H", "H"], "xyz": [[0.5900, -5.3670, -2.1278], [1.5714, -4.5934, -2.7032], [1.2966, -3.4855, -3.1499], [2.9673, -5.1355, -2.8392], [3.4425, -6.1349, -1.7546], [3.3344, -5.4219, 0.1505], [4.1616, -3.5369, 0.2345], [3.4546, -2.7471, 1.2349], [2.9238, -1.6807, 1.0739], [3.3321, -3.4756, 2.8930], [-0.1157, -4.7427, -1.7701], [0.9451, -5.9732, -1.4006], [3.6157, -4.2699, -2.8112], [3.0690, -5.5688, -3.8329], [4.4818, -6.3575, -2.0013], [2.9199, -7.0845, -1.8747], [3.9858, -6.4421, 1.2117], [1.7576, -5.2645, 0.5142], [5.2096, -3.5807, 0.5193], [4.0818, -2.9886, -0.6970], [-0.5510, 3.3625, 0.8085], [-0.9807, 2.2888, 1.4623], [-0.1458, 1.0647, 1.5725], [-0.5484, 0.0919, 2.1706], [1.1920, 1.0859, 0.9239], [1.6178, 2.1655, 0.2702], [0.7840, 3.3844, 0.1623], [1.1724, 4.3718, -0.4315], [-1.1379, 4.2603, 0.7162], [-1.9511, 2.2522, 1.9406], [1.7925, 0.1873, 1.0088], [2.5871, 2.2030, -0.2102], [-5.1947, 4.2239, 1.1269], [-6.1185, 5.0780, 1.5585], [-6.0678, 6.5159, 1.1944], [-6.9083, 7.2949, 1.5888], [-4.9480, 6.9645, 0.3294], [-4.0239, 6.1109, -0.1027], [-4.0758, 4.6731, 0.2615], [-3.2346, 3.8950, -0.1328], [-5.2122, 3.1714, 1.3806], [-6.9431, 4.7715, 2.1892], [-4.9302, 8.0167, 0.0757], [-3.1987, 6.4170, -0.7334]], "atomic_forces_ev_per_a": [[0.457, 0.051, 0.151], [-0.189, 0.791, -0.597], [0.002, -0.249, 0.077], [0.279, -0.716, 0.696], [-0.058, 0.615, -0.102], [-0.289, -0.511, -0.081], [-0.088, -0.139, 0.392], [-0.297, 1.141, -0.534], [0.031, -0.562, 0.289], [0.232, -0.049, -0.005], [-0.359, -0.115, 0.011], [-0.007, -0.085, 0.068], [0.081, 0.316, -0.152], [-0.162, 0.011, -0.306], [0.211, -0.112, 0.069], [-0.150, -0.193, 0.084], [0.240, 0.002, -0.009], [-0.046, 0.102, -0.001], [0.181, -0.391, 0.152], [-0.027, 0.118, -0.220], [0.216, -0.088, 0.130], [0.013, 0.058, 0.000], [0.048, -0.009, -0.049], [-0.051, 0.011, 0.049], [0.085, -0.037, -0.018], [-0.069, 0.001, 0.039], [0.074, -0.042, -0.032], [-0.011, 0.042, 0.014], [0.007, 0.088, -0.047], [-0.010, -0.044, -0.009], [-0.074, -0.057, 0.036], [-0.004, 0.009, -0.019], [-0.054, 0.003, 0.043], [0.032, -0.048, -0.007], [-0.007, 0.006, 0.004], [-0.028, 0.024, 0.009], [0.049, -0.018, -0.026], [-0.021, 0.070, -0.003], [-0.002, -0.033, -0.033], [-0.237, 0.043, -0.062], [0.034, -0.007, -0.026], [-0.015, 0.037, 0.004], [-0.032, 0.009, 0.022], [0.016, -0.044, 0.000]], "total_energy_ev": -50815.676, "largest_force_ha_per_bohr": 0.0252, "charge": -1, "e_homo_ev": -5.552, "homo_lumo_gap_ev": 5.09, "spin_multiplicity": 1}